[1]
The following is a DFT calculation (ωB97M-V/def2-TZVPD) of 2 unconnected molecules or ions with the total composition C3H6N2O in a non-equilibrium geometry.

```
12
Properties=species:S:1:pos:R:3:forces:R:3:nbo_charge:R:1
C 1.5124 0.5636 -0.3720 -0.6092 -0.5761 0.2234 0.139
C 1.0252 -0.5901 -1.1124 0.4726 0.4499 0.1263 0.157
N -0.1167 -0.2069 -1.6336 -0.0182 0.0319 0.3579 -0.501
C -0.3392 1.1222 -1.2114 -0.0494 -0.8624 -0.9391 0.359
N 0.6533 1.5744 -0.4884 0.1862 0.1232 0.3889 -0.397
H 2.3092 0.4779 0.3437 0.4246 0.5421 -0.0563 0.255
H 1.5077 -1.5436 -1.2167 -0.1662 -0.3157 -0.1507 0.269
H -0.7450 -0.7961 -2.1611 -0.1315 0.0806 -0.1853 0.469
H -1.2376 1.5983 -1.5584 -0.0871 0.5120 0.2130 0.250
H -1.9133 -0.2968 3.6652 0.0517 -0.1408 0.0286 0.476
H -1.2305 -0.8433 2.4151 -0.0657 0.0150 0.0132 0.447
O -1.4256 -1.0597 3.3300 -0.0077 0.1402 -0.0199 -0.923
```
Forces are in eV/Å.

Its charge is +1. The calculation puts the gap between HOMO and LUMO (alpha / beta) at 9.816 / 5.794 eV. The lowest unoccupied orbital energy (alpha / beta) comes out at -4.5436 / -8.5656 eV. Its HOMO energy (alpha / beta) is -14.3597 / -14.3594 eV. For the energy above the lowest of the compared OMol25 structures with the same formula, charge and spin, the calculation gives 13.2 kcal per mole. The spin multiplicity is 2.

[2]
The following is a DFT calculation (ωB97M-V/def2-TZVPD) of a molecular structure, C24H71CuF2N4O14S2 in a non-equilibrium geometry.

```
118
Properties=species:S:1:pos:R:3:forces:R:3:mulliken_spin:R:1
Cu -7.4509 18.2786 9.0757 0.1047 0.3832 0.2533 2.704
N -7.2924 16.2077 9.5020 -6.3363 -0.4118 1.6843 -0.148
S -6.3668 15.0304 9.5489 10.0089 -3.8261 -1.5707 0.107
O -6.3392 14.1427 8.4109 -0.9690 0.3553 0.8755 0.005
O -5.9174 14.4430 10.7915 -1.8728 0.7316 -0.3117 0.006
F -5.1175 15.9826 9.1971 0.1836 -0.0950 0.1443 0.012
S -8.6700 15.2645 10.0188 -5.4216 1.3803 1.8548 -0.499
O -9.2106 15.5567 11.3514 2.4105 -0.2193 -1.8639 0.160
O -8.8444 13.8699 9.6436 1.4394 2.6953 -0.0226 0.080
F -9.7549 16.0882 9.1736 0.9693 -0.7626 -0.4033 -0.079
C -5.4522 19.8350 13.0446 0.1668 -0.6390 0.1111 -0.003
C -5.7261 18.5093 12.3075 -0.1199 0.5951 0.7913 0.005
C -6.7075 17.6014 13.0260 -0.5634 -0.0980 0.4331 0.000
O -6.2963 18.8394 11.0526 -0.3025 0.0336 -1.3579 -0.058
H -4.6738 20.4493 12.5920 0.1067 -0.2019 -0.3670 0.000
H -5.0883 19.6146 14.0481 -0.2839 0.1440 0.1470 0.000
H -6.3589 20.4399 13.0570 -0.1279 -0.1132 0.3339 0.000
H -4.7931 17.9719 12.1377 0.1195 -0.0339 -0.0274 -0.002
H -7.7012 18.0229 13.1776 0.0195 0.6027 -0.2473 0.004
H -6.3998 17.3630 14.0441 0.4406 -0.2082 -0.1352 0.000
H -6.9224 16.6826 12.4803 0.4593 -0.1195 -0.0250 -0.003
H -6.1735 19.7718 10.8600 0.1422 0.0897 0.1321 -0.030
C -7.9188 10.4549 10.5867 -1.5541 -0.3575 1.6055 0.000
C -9.4809 10.8294 10.6526 2.2640 0.4553 -0.9020 0.000
C -9.8999 11.7996 11.7767 -0.5805 -0.2978 0.3292 0.000
O -9.6997 11.3664 9.3347 -0.9802 -0.1459 0.5933 0.001
H -7.6533 9.9635 11.5227 0.1537 -0.1836 0.1603 0.000
H -7.2479 11.3116 10.5234 -0.3233 0.2303 -0.3425 0.000
H -7.7414 9.7324 9.7900 -0.1020 0.2790 -0.1199 0.000
H -10.0807 9.9223 10.7261 0.1010 -0.0196 -0.0020 0.000
H -10.9655 12.0263 11.7441 -0.2354 -0.0288 -0.6235 0.000
H -9.4204 12.7765 11.8372 0.4778 -0.2333 -0.3157 0.000
H -9.8523 11.3437 12.7657 0.5943 -0.2802 0.0322 0.000
H -9.2828 12.2294 9.3897 -0.0685 0.0014 -0.4102 -0.001
C -14.5269 14.3738 11.9881 0.5526 -1.4606 -0.0991 0.000
C -13.2306 14.8287 11.2903 -1.1256 -0.0477 -0.6236 0.000
C -13.1776 14.4274 9.8106 -0.2988 -0.5885 -0.1240 -0.002
O -13.2823 16.2247 11.3481 1.0294 0.8714 0.6958 0.000
H -14.6189 14.7094 13.0211 0.1804 0.3226 -0.1732 0.000
H -14.5775 13.2857 12.0270 0.0730 -0.2690 0.0475 0.000
H -15.4121 14.6535 11.4169 0.1251 0.4234 -0.0539 0.000
H -12.2982 14.5222 11.7644 -0.1610 -0.2212 0.3939 0.000
H -13.1292 13.3550 9.6219 0.1642 -0.1573 0.3283 0.000
H -12.3460 14.8770 9.2679 0.1808 0.1167 0.2812 0.001
H -14.0921 14.7392 9.3059 -0.1610 0.2206 0.0715 0.000
H -13.8111 16.5527 10.6170 -0.5380 0.5485 -0.5549 0.000
C -7.8249 14.4371 14.7267 1.0745 -0.5983 -0.6842 0.000
C -9.3464 14.4385 14.8346 1.4904 0.5597 0.5725 0.000
C -9.7461 14.7830 16.2264 -1.6806 -1.1422 2.1536 0.000
O -9.8227 15.4587 14.0210 -0.7237 0.9501 -0.7239 0.004
H -7.5161 14.3482 13.6851 -0.1429 0.1768 -0.3144 0.000
H -7.2543 13.6266 15.1801 -0.5694 -0.3638 0.4515 0.000
H -7.3381 15.3357 15.1058 -0.5069 0.2823 0.0598 0.000
H -9.7901 13.5223 14.4449 0.1263 -0.5009 0.6292 0.000
H -10.8282 14.8262 16.3497 -0.3001 0.1816 -0.4819 0.000
H -9.4086 15.6569 16.7834 0.6513 0.3819 -0.9999 0.000
H -9.5348 13.9777 16.9300 0.4742 -0.3881 -0.1587 0.000
H -9.6896 15.1881 13.1096 0.3377 0.1033 -0.2838 0.000
O -5.4129 18.4412 8.0376 -0.6595 0.7580 0.8315 -0.198
H -4.8896 17.8866 7.4590 0.3988 -1.2552 -0.5218 0.011
H -5.0231 19.3113 7.9532 -0.1478 0.4263 0.1116 0.020
O -11.0368 17.3243 12.5243 0.5517 0.9210 -0.2182 0.004
H -11.7658 17.1529 11.9280 -0.7111 -0.2296 -0.2557 0.001
H -10.9769 16.5355 13.0631 0.0574 -0.0654 0.5235 0.000
O -9.1177 18.3728 10.5715 0.6547 0.5149 -0.7436 -0.228
H -9.4282 17.8109 11.2815 -0.4464 -0.8081 0.8716 0.053
H -9.7745 19.0664 10.5097 -0.1373 0.2499 -0.2108 -0.013
C -12.2629 18.3848 9.2319 0.5368 -0.2368 -1.0196 -0.010
C -13.4619 18.0833 8.3172 1.3213 0.2426 1.4406 0.005
C -13.1387 17.0044 7.2460 -0.5259 0.4008 -0.0382 -0.003
O -13.9682 17.2294 6.1202 -1.5642 -1.0016 0.0849 0.000
C -13.5700 18.1482 5.1597 1.6259 0.0027 -0.1110 0.000
N -14.4918 17.7055 9.3161 -1.2212 -0.6063 -1.8385 0.000
H -12.4525 19.1292 10.0052 -0.2870 0.0567 -0.1067 0.007
H -11.3999 18.6936 8.6421 0.1650 0.0924 0.0292 0.038
H -12.0201 17.4450 9.7278 0.1987 0.1199 0.0384 -0.009
H -13.7840 18.9497 7.7394 0.0934 0.2127 0.0472 -0.001
H -13.3258 15.9632 7.5086 -0.3446 0.2041 0.5445 0.000
H -12.0808 16.9846 6.9841 0.2698 0.5692 -0.1311 0.001
H -14.2663 18.3206 4.3390 -0.6198 -0.1464 0.6259 0.000
H -12.7021 17.7157 4.6619 0.5109 0.2722 -0.1763 0.000
H -13.2739 19.0793 5.6430 -0.0305 0.3814 -0.2826 0.000
H -14.9810 18.5200 9.6587 0.5615 0.6389 0.5083 0.000
H -15.2280 17.3941 8.6986 -0.6624 -0.9811 0.0358 0.000
C -7.2035 16.2288 3.8208 1.0569 -0.3194 -1.1462 -0.004
C -6.2083 15.8234 4.9033 -1.8919 0.9428 1.6081 0.006
C -5.1620 16.9195 5.2023 -1.3566 0.0840 -0.9443 -0.006
O -4.3599 16.6834 6.3246 0.9209 -0.3513 0.4296 0.006
C -3.2710 15.7744 6.1505 -0.2897 -0.4191 -0.7042 0.000
N -7.1510 15.6704 6.0633 1.8058 0.5250 0.3468 -0.032
H -6.7041 16.2368 2.8520 -0.1046 0.0791 -0.3016 0.000
H -7.6541 17.2100 3.9708 0.1373 -0.0360 0.3470 0.003
H -7.9948 15.4808 3.7712 0.0111 0.0255 -0.0187 0.001
H -5.6635 14.9023 4.6961 -0.1174 -0.2447 -0.3566 -0.001
H -5.6263 17.8900 5.3771 -0.5431 -0.1493 0.3077 0.023
H -4.6407 17.1137 4.2650 0.8875 -0.3622 -0.0391 0.000
H -3.5963 14.7419 6.0234 -0.4315 -0.0940 0.2115 0.000
H -2.5786 15.7704 6.9923 -0.2741 0.5154 0.0174 0.000
H -2.7659 15.9989 5.2110 0.3479 0.3201 0.0669 0.000
H -7.8737 14.9884 5.8828 0.3747 -0.0760 -0.5262 0.021
H -6.6260 15.3052 6.8450 -0.0350 -0.0231 0.1266 0.010
C -7.0999 12.1445 5.5152 -0.2980 0.7116 0.3381 -0.001
C -8.3672 11.9167 6.3529 1.4350 -1.0875 -0.5363 0.000
C -9.1266 13.1746 6.6528 -0.4037 -0.7598 1.7987 0.000
O -9.4028 13.9584 5.5548 0.7948 -0.3554 -1.0017 -0.002
C -10.1217 15.0785 5.9347 -0.7352 0.5177 -1.1136 0.007
N -9.1822 10.9175 5.6690 -0.4825 0.0282 0.1859 0.000
H -6.3276 12.6337 6.1089 -0.0366 0.2971 -0.0096 0.000
H -7.4455 12.8136 4.7271 0.5714 -0.0023 -0.4238 0.000
H -6.6460 11.2454 5.0985 -0.4711 -0.1060 0.0650 0.000
H -8.0876 11.4260 7.2851 0.0157 0.3877 0.2575 0.000
H -8.6754 13.7477 7.4627 0.4958 0.1641 -0.3222 -0.001
H -10.0845 12.8716 7.0755 -0.3688 -0.2776 0.2903 0.000
H -11.1159 14.7698 6.2577 -0.2326 0.1723 0.2751 0.001
H -10.1911 15.6180 4.9902 -0.3690 0.5662 0.2635 -0.001
H -9.6115 15.6911 6.6780 -0.0397 -0.0183 0.1166 0.033
H -9.7977 10.5910 6.4003 -0.3867 -0.4689 -0.0095 0.000
H -9.7934 11.4149 5.0373 -0.1478 -0.0213 -0.4805 0.000
```
Forces are in eV/Å.

Its charge is 0. The calculation puts the gap between HOMO and LUMO (alpha / beta) at 6.300 / 6.171 eV. The lowest unoccupied orbital energy (alpha / beta) comes out at -0.1331 / -2.6717 eV. Its HOMO energy (alpha / beta) is -6.4335 / -8.8430 eV. The spin multiplicity is 3.

[3]
The following is a DFT calculation (ωB97M-V/def2-TZVPD) of C4H8N2S in the gas phase in a non-equilibrium geometry.

```
15
Properties=species:S:1:pos:R:3:forces:R:3:nbo_charge:R:1
C -2.4676 0.8481 1.3598 0.8763 0.7001 -1.1892 -0.644
C -1.3824 -0.1885 1.0982 -0.5713 -0.0513 -0.3330 0.167
C -0.7193 -0.8052 2.0915 0.4012 0.2395 -1.2599 -0.500
C -0.2188 -0.4622 -0.9616 0.1888 -0.2582 1.7057 0.294
H -2.1793 1.8321 0.8949 -0.2551 -0.8846 0.2650 0.215
H -3.4140 0.5479 0.9048 0.1405 -0.0736 0.0326 0.231
H -2.6039 1.0362 2.4037 -0.0798 -0.0628 0.6890 0.213
H -0.8597 -0.4498 3.1023 0.0529 -0.3836 0.0909 0.210
H 0.0217 -1.5742 1.8078 -0.4645 0.4042 0.5975 0.206
H -0.0971 -0.8723 -1.9812 -0.3979 0.5278 0.4793 0.192
H 0.9377 0.2887 0.5599 0.1765 0.2988 0.0317 0.417
H 2.9580 -0.6456 -1.1339 0.4149 0.1600 -0.3969 0.104
N -1.3013 -0.5715 -0.2820 0.4315 -0.0306 -0.2405 -0.507
N 0.9745 0.0152 -0.4081 -0.4004 0.0062 -1.5687 -0.789
S 2.2658 0.4611 -1.4535 -0.5135 -0.5919 1.0965 0.192
```
Forces are in eV/Å.

Its charge is 0. The calculation puts the gap between HOMO and LUMO at 9.446 eV. The lowest unoccupied orbital energy comes out at 0.7703 eV. As for the SMILES: C=C(C)/N=C\NS. Its HOMO energy is -8.6761 eV. For the energy above the lowest of the compared OMol25 structures with the same formula, charge and spin, the calculation gives 45.4 kcal per mole.

[4]
The following is a DFT calculation (ωB97M-V/def2-TZVPD) of a molecular structure, C3H3NO2P in a non-equilibrium geometry.

```
10
Properties=species:S:1:pos:R:3:forces:R:3:nbo_charge:R:1
C -0.2773 -0.4893 -0.2633 -1.1992 0.1526 0.2583 -0.415
C 0.7571 0.3117 -0.4534 0.9515 -0.3591 -0.0406 0.166
C -1.6825 0.0745 -0.1392 2.7844 -0.2467 0.7618 0.150
N -2.7487 -0.4555 0.0042 -2.0234 -0.6312 -1.6173 -0.036
O -4.0340 -0.4064 -0.1982 1.4250 0.3753 0.9569 -0.612
O 0.6770 1.6171 -0.4619 0.3305 1.9769 -0.5233 -0.754
P -0.7630 2.3360 0.1470 -0.3127 -0.4541 -0.5843 0.229
H 0.0090 -1.5231 -0.3263 -0.8104 -0.5492 0.0698 0.210
H 1.8016 -0.0157 -0.6132 -0.7152 -0.2171 0.0162 0.161
H -0.3282 1.9877 1.4346 -0.4306 -0.0474 0.7023 -0.097
```
Forces are in eV/Å.

Its charge is -1. The calculation puts the gap between HOMO and LUMO (alpha / beta) at 6.107 / 6.107 eV. The lowest unoccupied orbital energy (alpha / beta) comes out at 3.9463 / 3.9462 eV. Its HOMO energy (alpha / beta) is -2.1604 / -2.1612 eV. For the energy above the lowest of the compared OMol25 structures with the same formula, charge and spin, the calculation gives 83.8 kcal per mole.